DFT (wB97M-V/def2-TZVPD) results for C22H34NO3P3Ru as an isolated structure.

```
64
C22H34NO3P3Ru | OMol25 | wB97M-V/def2-TZVPD
H -0.002 -0.351 -3.234
C -0.413 -2.590 -1.880
H 2.667 -5.581 0.406
H 1.962 2.628 -1.270
O -1.272 3.695 0.794
H 4.864 -1.863 0.246
H 2.826 -0.581 2.064
H -0.190 -0.596 1.489
C -2.718 3.949 0.629
C 3.872 -3.786 0.403
H -3.472 -1.873 -3.226
H -3.350 1.916 4.307
O -1.854 2.752 3.086
C -1.892 -4.528 -1.768
C -1.063 -0.421 -2.933
H 0.290 -5.634 -0.500
H -1.089 3.167 -1.630
H -3.299 3.129 1.089
C 2.745 -4.533 0.126
C -0.918 2.326 -2.311
C -2.663 -2.449 -2.772
H -2.973 3.985 -0.458
H 3.515 2.482 -0.353
C 1.022 2.540 3.766
C -2.788 2.857 4.172
H -0.779 -0.799 0.638
H 2.085 2.302 3.632
H -2.988 4.936 1.089
O 0.550 3.116 2.496
H -3.359 -0.405 -0.966
C 2.916 -1.806 -0.662
C 2.415 2.406 -0.292
H 4.719 -4.238 0.919
P -0.869 2.554 1.895
C 1.633 -3.938 -0.525
C 3.005 0.427 1.663
H 2.740 1.153 2.444
C -2.884 -3.788 -2.383
P 1.947 0.709 0.203
C -1.415 -1.848 -2.572
H 4.072 0.523 1.404
H -3.508 3.650 3.984
H -1.682 -0.090 -3.781
C 0.414 -4.594 -0.788
H 0.134 2.336 -2.619
H 3.899 0.059 -1.155
C 1.744 -2.569 -0.936
H -3.373 1.286 -0.401
N 0.705 -1.940 -1.512
H 2.015 3.110 0.457
C 2.879 -0.346 -1.056
C -3.083 0.625 -1.228
C -0.633 -3.945 -1.468
H -3.862 -4.232 -2.583
H -2.042 -5.566 -1.490
H -1.521 2.460 -3.218
P -1.272 0.752 -1.460
H -3.671 0.888 -2.117
H -2.213 3.150 5.061
C 3.965 -2.434 0.014
H 2.320 -0.230 -2.001
H 0.494 1.589 4.012
Ru -0.225 0.792 0.507
H 0.922 3.302 4.554
```

Values from the calculation:
Orbital gap (spin up / spin down) = 6.4409 / 5.5433 eV
HOMO level (spin up / spin down) = -0.2984 / -0.4023 hartree
Expectation value of S² = 8.795
Maximum force = 3.198 eV/A
2S+1 = 6
Total charge = +1
LUMO energy (spin up / spin down) = -1.679 / -5.404 eV